Formula: C45H42NO3P3S5Ti
Source: the OMol25 dataset
Level of theory: the ωB97M-V functional and the def2-TZVPD basis

The calculation puts the HOMO energy at -0.9 eV. Its net charge is -2. The orbital gap comes out at 4.85 eV. The molar mass comes out at 945.96 u. As for the LUMO energy: 3.982 eV.

```
100
Properties=species:S:1:pos:R:3:forces:R:3:lowdin_charge:R:1
Ti -1.240 -0.527 0.969 0.1013 -0.3276 0.4186 -0.173
O 2.419 2.010 3.204 0.0092 -0.0356 -0.1053 -0.518
S 1.780 1.778 1.877 0.0779 0.0979 -0.0537 0.805
C 2.152 3.362 0.987 -0.0409 0.0381 0.0540 -0.356
C 2.809 4.323 1.746 0.0158 -0.0376 -0.0072 -0.090
C 3.071 5.578 1.219 0.0155 -0.0097 0.0599 -0.088
C 2.670 5.885 -0.073 -0.0077 0.0324 -0.0497 -0.094
C 1.997 4.935 -0.822 0.0013 -0.0158 -0.0115 -0.106
C 1.702 3.676 -0.299 0.0494 -0.0521 0.0792 -0.356
P 0.871 2.377 -1.291 0.1571 -0.4053 -0.1303 1.097
C 1.979 2.479 -2.774 -0.0175 0.0832 0.0590 -0.349
C 3.269 1.965 -2.613 0.0091 -0.0399 0.0465 -0.097
C 4.173 1.965 -3.661 -0.0053 -0.0032 -0.0018 -0.086
C 3.802 2.470 -4.902 -0.0077 0.0038 0.0010 -0.113
C 2.522 2.974 -5.078 0.0024 -0.0117 -0.0076 -0.103
C 1.617 2.979 -4.022 0.0029 -0.0174 -0.0023 -0.087
C -0.651 3.127 -1.965 -0.0148 0.0077 0.1314 -0.404
C -1.474 2.243 -2.662 -0.0640 -0.0119 -0.0157 -0.106
C -2.673 2.677 -3.209 0.0315 -0.0343 -0.0031 -0.087
C -3.069 3.997 -3.052 -0.0069 0.0380 0.0303 -0.108
C -2.270 4.874 -2.330 -0.0789 -0.0057 -0.0047 -0.096
C -1.071 4.441 -1.783 0.0109 -0.0139 0.0082 -0.090
C 2.980 0.730 0.979 -0.0076 -0.1056 0.0231 -0.351
C 4.269 1.258 0.944 -0.0463 0.0022 0.0183 -0.103
C 5.320 0.557 0.385 0.0260 -0.0070 0.0132 -0.098
C 5.075 -0.708 -0.131 0.0206 0.0213 -0.0114 -0.086
C 3.802 -1.242 -0.068 -0.0601 0.0127 0.0013 -0.117
C 2.708 -0.559 0.490 -0.0323 0.0380 0.0130 -0.328
P 1.069 -1.486 0.437 0.0472 0.2420 -0.2951 0.707
C 1.341 -2.158 -1.359 0.0224 0.0434 0.0050 -0.355
C 1.108 -3.469 -1.772 0.0122 -0.0215 -0.0169 -0.110
C 1.164 -3.829 -3.115 -0.0050 -0.0066 0.0286 -0.105
C 1.456 -2.886 -4.090 0.0148 0.0228 -0.0091 -0.124
C 1.695 -1.574 -3.702 0.0025 0.0075 0.0054 -0.096
C 1.632 -1.233 -2.360 -0.0219 -0.0356 0.0154 -0.118
C 1.474 -3.080 1.288 0.0111 0.0428 0.0498 -0.396
C 2.646 -3.238 2.028 0.0223 0.0217 -0.0016 -0.111
C 2.914 -4.419 2.704 0.0015 -0.0119 -0.0044 -0.103
C 2.007 -5.470 2.667 0.0113 0.0053 0.0089 -0.118
C 0.827 -5.315 1.957 -0.0175 0.0086 -0.0035 -0.091
C 0.563 -4.136 1.275 -0.0211 0.0141 0.0281 -0.147
H 3.108 4.051 2.750 -0.0023 -0.0054 0.0186 0.099
H 3.593 6.316 1.817 -0.0104 -0.0062 0.0046 0.095
H 2.879 6.861 -0.496 0.0070 -0.0091 -0.0040 0.093
H 1.695 5.165 -1.838 0.0376 -0.0103 -0.0080 0.103
H 3.566 1.553 -1.651 -0.0088 0.0126 -0.0459 0.088
H 5.165 1.556 -3.512 -0.0036 -0.0026 0.0047 0.099
H 4.504 2.462 -5.728 -0.0008 0.0009 -0.0009 0.089
H 2.220 3.365 -6.042 -0.0017 0.0004 -0.0036 0.092
H 0.620 3.372 -4.175 -0.0129 0.0110 0.0008 0.096
H -1.189 1.198 -2.749 0.0033 0.0114 0.0070 0.113
H -3.310 1.973 -3.729 -0.0019 0.0002 0.0030 0.102
H -4.015 4.333 -3.459 -0.0002 0.0033 -0.0047 0.093
H -2.593 5.896 -2.169 0.0023 0.0031 -0.0066 0.094
H -0.475 5.120 -1.188 -0.0447 -0.0080 -0.0162 0.092
H 4.440 2.234 1.381 0.0142 0.0034 -0.0091 0.102
H 6.313 0.989 0.359 -0.0022 0.0003 0.0009 0.094
H 5.877 -1.289 -0.572 0.0007 0.0025 -0.0029 0.097
H 3.640 -2.238 -0.458 -0.0067 -0.0226 -0.0029 0.108
H 0.876 -4.233 -1.044 0.0142 0.0113 -0.0577 0.079
H 0.967 -4.857 -3.399 -0.0027 0.0001 0.0030 0.089
H 1.495 -3.170 -5.136 -0.0003 0.0054 0.0004 0.083
H 1.934 -0.812 -4.438 -0.0095 -0.0100 0.0030 0.091
H 1.824 -0.213 -2.073 -0.0104 0.2601 0.0304 0.048
H 3.340 -2.414 2.125 -0.0157 -0.0202 0.0026 0.097
H 3.826 -4.506 3.282 0.0018 0.0005 0.0007 0.089
H 2.209 -6.389 3.206 -0.0026 0.0007 0.0011 0.084
H 0.086 -6.107 1.949 0.0040 0.0027 -0.0015 0.095
H -0.377 -4.007 0.754 -0.0435 0.0102 0.0172 0.022
S -1.266 2.157 1.291 -0.0110 -0.0977 -0.0750 0.576
C -2.809 1.916 0.564 0.0036 0.1648 -0.0455 -0.779
C -3.858 2.847 0.457 0.0497 0.0216 -0.0037 -0.098
C -5.031 2.458 -0.145 0.0109 0.0133 -0.0189 -0.099
C -5.169 1.158 -0.636 -0.0153 0.0093 -0.0107 -0.087
C -4.106 0.292 -0.481 0.0336 0.0143 -0.0271 -0.177
N -2.965 0.671 0.092 -0.0377 -0.1176 0.0024 -0.140
H -3.722 3.844 0.855 0.0052 0.0010 -0.0054 0.097
H -5.850 3.164 -0.237 -0.0026 -0.0022 -0.0028 0.094
H -6.085 0.821 -1.103 -0.0027 0.0000 0.0001 0.086
H -4.127 -0.743 -0.804 0.0058 -0.0048 0.0056 0.062
C -4.912 -3.011 6.190 0.0167 -0.0073 0.0076 -0.101
C -3.855 -2.041 5.691 0.0049 0.0148 -0.0207 -0.357
O -2.796 -2.727 5.044 0.0257 -0.0601 0.0225 -0.432
P -2.632 -2.805 3.401 -0.0577 0.0299 0.0581 0.566
S 0.304 -0.808 2.684 -0.1761 0.0931 -0.1250 0.103
S -3.061 -0.885 2.737 -0.0548 0.0098 -0.0554 0.192
O -4.132 -3.569 3.170 0.0225 0.0583 -0.0909 -0.440
C -4.539 -3.781 1.825 -0.0029 -0.0052 0.0373 -0.373
C -3.893 -5.018 1.224 0.0231 -0.0042 0.0171 -0.110
H -5.698 -2.471 6.726 0.0001 -0.0031 0.0028 0.061
H -4.469 -3.743 6.869 -0.0010 -0.0001 0.0017 0.065
H -5.351 -3.542 5.347 -0.0081 -0.0010 -0.0014 0.056
H -3.412 -1.498 6.533 -0.0053 0.0157 -0.0140 0.107
H -4.291 -1.302 5.015 -0.0055 -0.0085 0.0052 0.052
H -4.300 -2.904 1.215 0.0011 0.0364 -0.0028 0.042
H -5.629 -3.892 1.845 0.0139 -0.0031 0.0113 0.103
H -2.820 -4.862 1.111 0.0154 -0.0023 0.0072 0.035
H -4.306 -5.216 0.232 -0.0005 -0.0006 -0.0123 0.067
H -4.062 -5.888 1.864 -0.0072 0.0081 -0.0207 0.065
S -1.811 -2.163 -0.363 0.0312 0.0086 0.0561 0.093
```
Positions in Å, forces in eV/Å.


Formula: HNS3
Source: the OMol25 dataset
Level of theory: the ωB97M-V functional and the def2-TZVPD basis

The calculation puts the HOMO energy (spin up / spin down) at -8.9 / -8.8 eV. The orbital gap (spin up / spin down) comes out at 7.33 / 6.89 eV. The molar mass comes out at 111.22 u. As for the LUMO energy (spin up / spin down): -1.522 / -1.942 eV.

```
5
Properties=species:S:1:pos:R:3:forces:R:3:nbo_charge:R:1
N 0.347 0.651 0.089 0.9983 -0.6475 -0.4389 -0.884
S -0.426 2.043 -0.018 -0.1988 0.5854 0.1316 0.221
S 1.880 -0.092 -0.034 2.4362 -1.5976 0.0219 0.450
S 3.840 0.320 0.010 -2.3376 0.7991 0.0601 -0.192
H -0.073 -0.285 -0.068 -0.8981 0.8606 0.2253 0.405
```
Positions in Å, forces in eV/Å.


ΔE to the lowest compared entry with this formula, charge and spin across the listed records, respectively: 90.9; 99.4 kJ/mol.
Energy across the listed records, respectively: -160142.204; -34009.181 eV.
Max |F| across the listed records, respectively: 0.54; 2.91 eV/Å.